The following is a quantum chemistry calculation of CH2N2O4 in the gas phase, from the OMol25 dataset.

Last column: Löwdin charge in e.
Cartesian coordinates (Å):
1 C -1.2079 -0.4404 0.2268  -0.650
2 N 0.0671 0.1015 0.2309  0.157
3 N -3.5556 0.1838 -0.2021  -0.336
4 O -2.0470 0.2576 -0.5564  0.056
5 O -4.1283 -0.3706 -1.0483  0.205
6 O -3.7814 0.5671 0.8874  0.190
7 O -1.6651 -1.3503 0.8351  0.119
8 H 0.3337 1.0783 -0.1687  0.162
9 H 0.6869 -0.2458 0.9386  0.097

Computed properties:
calculated total energy	-449.64944	hartree
2S+1	1
energy relative to the best compared isomer or geometry (same formula, charge and spin)	1.0662	eV
highest occupied orbital energy	-10.960	eV
HOMO-LUMO gap	10.7	eV


The following is a quantum chemistry calculation of a molecular structure, CH2N2O4S, from the OMol25 dataset.

Last column: Löwdin charge in e.
Cartesian coordinates (Å):
1 C -1.7523 0.8739 -0.1997  -0.594
2 N -1.8344 1.7652 0.5316  0.140
3 N 0.9134 0.0900 0.5538  -0.158
4 O -0.8484 -1.7481 0.9313  -0.194
5 O 0.5789 -1.9509 -1.0775  -0.222
6 O 1.7263 0.6195 -0.4365  -0.073
7 O -1.6268 -0.0349 -1.0063  -0.018
8 S -0.0631 -1.1541 -0.0492  0.835
9 H 0.2118 0.8267 0.8854  0.117
10 H 2.6947 0.7127 -0.1329  0.168

Computed properties:
calculated total energy	-847.80517	hartree
2S+1	1
energy relative to the best compared isomer or geometry (same formula, charge and spin)	2.2799	eV
highest occupied orbital energy	-10.711	eV
HOMO-LUMO gap	8.8	eV


The following is a quantum chemistry calculation of CH2N2OS in the gas phase, from the OMol25 dataset.

Last column: Löwdin charge in e.
Cartesian coordinates (Å):
1 C 0.1553 -1.2291 -2.4297  -0.458
2 N 0.8621 -1.4750 -3.3087  0.127
3 N -0.2679 0.2590 -0.1339  -0.222
4 O -1.0810 -2.5719 -0.3982  -0.546
5 S -1.0339 -0.9225 -1.1889  0.982
6 H 0.1922 -0.1131 0.6698  0.038
7 H 0.2879 0.8869 -0.7846  0.077

Computed properties:
calculated total energy	-622.09874	hartree
2S+1	1
energy relative to the best compared isomer or geometry (same formula, charge and spin)	2.1472	eV
highest occupied orbital energy	-10.402	eV
HOMO-LUMO gap	9.8	eV


The following is a quantum chemistry calculation of 2 unconnected molecules or ions with the total composition CH2N2OS, from the OMol25 dataset.

Last column: Löwdin charge in e.
Cartesian coordinates (Å):
1 C 1.0620 -1.1475 -0.0483  -0.289
2 N 1.7665 -2.0595 -0.1109  0.109
3 N -0.8636 0.3359 -1.0614  -0.274
4 O 0.6340 1.6107 0.6146  -0.411
5 S -0.0603 0.3609 0.2190  0.644
6 H -1.3654 1.1655 -1.4131  0.050
7 H -1.1732 -0.2659 1.8002  0.171

Computed properties:
calculated total energy	-622.03387	hartree
2S+1	1
energy relative to the best compared isomer or geometry (same formula, charge and spin)	3.9124	eV
highest occupied orbital energy (spin up / spin down)	-10.701 / -10.700	eV
HOMO-LUMO gap (spin up / spin down)	8.5 / 8.5	eV


The following is a quantum chemistry calculation of CH2N2OS2 in the gas phase, from the OMol25 dataset.

Last column: Löwdin charge in e.
Cartesian coordinates (Å):
1 C 0.4422 -0.0340 -0.0371  -1.146
2 N -2.1695 0.2028 -0.0035  -0.154
3 N -0.9928 0.7412 0.1414  -0.097
4 O -3.0929 1.0015 -0.0125  -0.051
5 S 1.7878 0.8766 -0.0054  0.666
6 S 0.1984 -1.7491 0.1453  0.806
7 H -0.6501 1.7352 0.4118  0.141
8 H 1.3478 -1.9326 -0.3681  -0.164

Computed properties:
calculated total energy	-1020.30243	hartree
2S+1	1
energy relative to the best compared isomer or geometry (same formula, charge and spin)	2.4456	eV
highest occupied orbital energy	-9.668	eV
HOMO-LUMO gap	8.5	eV


The following is a quantum chemistry calculation of CH2N2OS2 in the gas phase, from the OMol25 dataset.

Last column: Löwdin charge in e.
Cartesian coordinates (Å):
1 C 1.0452 -1.0738 0.2853  -0.387
2 N 1.5710 -1.9366 0.8450  0.147
3 N -1.2475 0.1010 -0.0093  -0.138
4 O 0.4894 0.4384 -1.8565  -0.389
5 S 1.2767 1.7449 0.6649  0.339
6 S 0.3818 0.4040 -0.3701  0.261
7 H -1.5996 -0.1672 1.0017  0.153
8 H -1.9170 0.4892 -0.5611  0.014

Computed properties:
calculated total energy	-1020.33344	hartree
2S+1	1
energy relative to the best compared isomer or geometry (same formula, charge and spin)	1.6017	eV
highest occupied orbital energy	-10.139	eV
HOMO-LUMO gap	10.2	eV


The following is a quantum chemistry calculation of a molecular structure, CH2N2P2, from the OMol25 dataset.

Last column: Löwdin charge in e.
Cartesian coordinates (Å):
1 C 0.9149 -0.5739 0.5216  -0.513
2 N 0.2802 -0.9210 -0.5277  -0.323
3 N -1.0352 0.9982 0.4878  -0.682
4 P 0.1870 0.8461 1.4771  0.789
5 P -1.2306 -0.1810 -0.6761  0.648
6 H 1.8253 -1.0854 0.8034  0.039
7 H -0.9416 0.9170 -2.0860  0.042

Computed properties:
calculated total energy	-831.46451	hartree
2S+1	1
energy relative to the best compared isomer or geometry (same formula, charge and spin)	1.6555	eV
highest occupied orbital energy	-9.564	eV
HOMO-LUMO gap	8.2	eV


The following is a quantum chemistry calculation of CH2N2S2 in the gas phase, from the OMol25 dataset.

Last column: Löwdin charge in e.
Cartesian coordinates (Å):
1 C 0.2014 0.1964 -0.0277  0.030
2 N 1.0976 1.0674 0.1340  -0.125
3 N 1.3299 2.1520 0.6653  -0.359
4 S 2.2104 2.6523 2.0434  0.342
5 S 3.1367 1.9290 3.7455  -0.046
6 H 0.3771 -0.5840 -0.7509  0.074
7 H -0.7367 0.1919 0.5137  0.084

Computed properties:
calculated total energy	-945.04883	hartree
2S+1	1
energy relative to the best compared isomer or geometry (same formula, charge and spin)	3.1229	eV
highest occupied orbital energy (spin up / spin down)	-8.279 / -8.423	eV
HOMO-LUMO gap (spin up / spin down)	6.9 / 7.4	eV


Question: What is the 2S+1 in the second record?
Answer: 1


Question: Which formula does entry 7 have?
Answer: CH2N2P2